ORCA calculation (ωB97M-V with the def2-TZVPD basis set) on a molecular structure, C5H11O4Ru.

Each line ends with the Löwdin spin population.
CARTESIAN COORDINATES (ANGSTROEM)
1 O 0.04742 2.27954 1.07292  0.3938
2 Ru 1.73617 1.58681 0.93526  3.8539
3 O 3.42066 0.89012 0.39071  0.4571
4 C 3.26896 -0.09623 -0.57282  0.0438
5 C 2.08155 -0.99972 -0.26757  0.0180
6 O 0.95333 -0.14569 0.04043  0.1679
7 C -0.25190 -0.85037 0.18557  0.0184
8 H 4.15479 -0.75631 -0.63793  0.0036
9 H 3.12214 0.33689 -1.58314  0.0099
10 H 2.26912 -1.63325 0.61309  0.0013
11 H 1.82271 -1.63943 -1.12343  0.0010
12 H -0.38520 -1.25902 1.20586  0.0018
13 H -0.30391 -1.72900 -0.47825  0.0024
14 C -1.39544 0.05049 -0.07887  0.0037
15 O -2.52605 -0.49086 0.01655  0.0016
16 C -3.75189 0.27232 -0.06592  0.0002
17 H -0.82444 1.77943 1.12542  0.0212
18 H -1.32739 1.09675 -0.47532  0.0005
19 H -3.75799 0.71742 -1.06444  0.0000
20 H -4.56518 -0.45043 0.04840  0.0000
21 H -3.78748 1.04054 0.71350  0.0001

Total charge ... +2
Highest occupied orbital energy (spin up / spin down) ... -17.673 / -18.376 eV
E ... -16111.1647 eV
Multiplicity ... 6
ΔE to the lowest compared entry with this formula, charge and spin ... 0.000 eV
M ... 236.21 g/mol

***

ORCA calculation (ωB97M-V with the def2-TZVPD basis set) on a gas-phase ion, C5H11OS (charge -1).

Each line ends with the Löwdin charge.
CARTESIAN COORDINATES (ANGSTROEM)
1 C -2.68057 0.72548 0.47951  -0.4464
2 S -1.65886 0.54567 -1.02484  0.7554
3 C -0.09328 0.99430 -0.18178  -0.5114
4 C 0.28600 -0.10625 0.82032  -0.2492
5 C 1.40862 -1.05994 0.22977  -0.2193
6 C 1.91033 -0.77049 -1.17083  -0.5712
7 O 2.71684 0.31571 -1.29244  -0.3818
8 H -2.44676 1.63189 1.03031  0.0296
9 H -3.73451 0.69772 0.17130  0.0151
10 H -2.61232 -0.14888 1.11022  0.0096
11 H -0.18912 1.95613 0.31536  0.0629
12 H 0.58505 1.18430 -1.00651  0.0375
13 H 0.49040 0.31679 1.80364  0.0891
14 H -0.55935 -0.80034 0.96177  0.0632
15 H 0.96367 -2.05253 0.22039  0.0735
16 H 2.26139 -1.16579 0.90863  0.0907
17 H 1.00320 -0.52806 -1.83919  0.0767
18 H 2.34927 -1.73572 -1.53561  0.0759

Total charge ... -1
Highest occupied orbital energy ... -2.218 eV
E ... -18245.0893 eV
SMILES ... CSCCCC[O-]
Multiplicity ... 1
ΔE to the lowest compared entry with this formula, charge and spin ... 1.899 eV
M ... 119.21 g/mol

***

ORCA calculation (ωB97M-V with the def2-TZVPD basis set) on 2 unconnected molecules or ions with the total composition C5H12.

Each line ends with the Löwdin spin population.
CARTESIAN COORDINATES (ANGSTROEM)
1 C 0.81585 2.36728 -1.09709  0.1519
2 C -0.40643 2.12054 -0.21338  0.1197
3 H 1.12774 3.39774 -1.26930  0.0154
4 H 0.59394 1.90626 -2.06903  0.0344
5 H 1.72610 1.86595 -0.77469  0.0320
6 H -1.24464 2.80706 -0.35735  0.0162
7 H -0.79665 1.12951 -0.43098  0.0195
8 H -0.20047 2.19738 0.85314  0.0241
9 C -1.15855 -1.50907 0.84631  0.1313
10 C -0.17718 -2.53916 0.41243  0.1332
11 C 1.13705 -2.27383 0.38431  0.1624
12 H -1.89580 -1.85455 1.57500  0.0240
13 H -0.79793 -0.59209 1.30726  0.0154
14 H -1.62996 -1.26083 -0.12599  0.0414
15 H -0.54547 -3.49654 0.06880  0.0201
16 H 1.95187 -2.84544 -0.05005  0.0298
17 H 1.50054 -1.42022 0.94059  0.0291

Total charge ... -1
Highest occupied orbital energy (spin up / spin down) ... 1.549 / -5.720 eV
E ... -5376.9018 eV
Multiplicity ... 2
ΔE to the lowest compared entry with this formula, charge and spin ... 0.883 eV
M ... 72.15 g/mol

***

ORCA calculation (ωB97M-V with the def2-TZVPD basis set) on 2 unconnected molecules or ions with the total composition C5H12.

Each line ends with the Löwdin charge.
CARTESIAN COORDINATES (ANGSTROEM)
1 C -2.22848 1.13428 -1.49343  -0.0269
2 C -2.57852 0.84323 -0.24156  -0.2394
3 C -4.01383 0.68568 0.25485  -0.1112
4 H -1.19382 1.03720 -1.78758  0.0432
5 H -2.92921 1.66066 -2.13262  0.0558
6 H -1.84716 0.44032 0.44485  0.0776
7 H -4.56367 1.58783 -0.01418  0.0684
8 H -3.97819 0.40470 1.30079  0.0634
9 H -4.53941 -0.00246 -0.40369  0.0693
10 C 2.82583 -0.65938 0.33980  -0.1838
11 C 4.15623 -1.31728 0.65040  -0.1757
12 H 2.23387 -1.13770 -0.44550  0.0617
13 H 2.14563 -0.66739 1.19598  0.0594
14 H 2.96392 0.39374 0.12023  0.0567
15 H 4.02562 -2.21534 1.25564  0.0611
16 H 4.79082 -0.61301 1.19340  0.0616
17 H 4.73036 -1.57509 -0.23738  0.0589

Highest occupied orbital energy ... -9.483 eV
E ... -5378.3648 eV
SMILES ... C=CC.CC
Multiplicity ... 1
ΔE to the lowest compared entry with this formula, charge and spin ... 1.575 eV
M ... 72.15 g/mol

***

ORCA calculation (ωB97M-V with the def2-TZVPD basis set) on a molecular structure, C5H12BFNO6PS.

Each line ends with the Löwdin charge.
CARTESIAN COORDINATES (ANGSTROEM)
1 C 1.39390 -2.44505 -0.16561  0.0058
2 B 1.66090 -1.05968 -0.86702  -0.4514
3 O 2.30162 -1.02159 -2.06264  0.1740
4 C 1.20919 0.39542 -0.32219  -0.2157
5 O 1.85106 0.80880 0.91237  -0.1419
6 S 0.92932 0.15509 2.08253  0.6052
7 O 1.50121 -1.03776 2.58161  -0.2113
8 O 0.72704 1.08694 3.11273  -0.2046
9 O -0.43329 -0.12608 1.22402  -0.1864
10 C -0.25350 0.62150 -0.02175  -0.4726
11 C -1.09610 0.17573 -1.23888  -0.3183
12 C -1.72751 -1.18772 -1.09112  0.0059
13 F -2.17791 1.06080 -1.38366  -0.0826
14 P -0.75611 2.45671 0.24062  0.9087
15 N -2.11703 2.41368 1.29064  -0.1396
16 O 0.43355 3.15254 1.14150  -0.2972
17 H 0.90049 -3.09721 -0.89080  0.0692
18 H 2.35476 -2.88272 0.09510  0.0868
19 H 0.73442 -2.38855 0.68585  0.0497
20 H 2.18962 -1.89906 -2.46204  0.1188
21 H 1.44856 1.12391 -1.09879  0.1555
22 H -0.52324 0.26686 -2.15753  0.1586
23 H -0.99442 -1.96806 -1.26928  0.0730
24 H -2.45512 -1.27902 -1.89105  0.0938
25 H -2.21840 -1.33589 -0.13826  0.0965
26 H -2.12523 1.53235 1.80618  0.0355
27 H -2.94583 2.38772 0.70499  0.0285
28 H 0.18803 4.09035 1.18246  0.0560

Highest occupied orbital energy ... -8.541 eV
E ... -42673.1523 eV
Multiplicity ... 1
ΔE to the lowest compared entry with this formula, charge and spin ... 1.120 eV
M ... 275.00 g/mol

***

ORCA calculation (ωB97M-V with the def2-TZVPD basis set) on a single C5H12BrClSi molecule.

Each line ends with the Löwdin charge.
CARTESIAN COORDINATES (ANGSTROEM)
1 C 1.68423 1.08468 1.59962  -0.1347
2 C 0.44040 1.41940 0.66802  -0.3807
3 Si 0.07996 0.13621 -0.61363  0.3268
4 Cl 0.17209 0.52089 -2.61929  0.3395
5 C 0.93023 -1.65970 -0.51880  -0.3498
6 C 0.26088 -2.69912 -1.41252  -0.2019
7 C -2.24027 0.03080 -0.58814  -0.5903
8 Br -2.87762 0.96544 1.07079  0.4878
9 H 1.76753 1.88136 2.28663  0.0587
10 H 1.41833 0.19331 2.06522  0.0407
11 H 2.46545 0.96828 0.93120  0.0379
12 H 0.58777 2.55907 0.32256  0.1259
13 H -0.40287 1.47253 1.41326  -0.0098
14 H 1.94943 -1.44567 -1.03822  0.0869
15 H 1.21615 -2.05455 0.47537  0.0657
16 H -0.71789 -2.85398 -1.07591  0.0327
17 H 0.21912 -2.29654 -2.41128  0.0326
18 H 0.72143 -3.73752 -1.46904  0.0970
19 H -2.62883 0.62388 -1.39650  -0.0412
20 H -2.73637 -0.94374 -0.48417  -0.0240

Highest occupied orbital energy ... -9.067 eV
E ... -95822.3315 eV
SMILES ... CC[Si](Cl)(CC)CBr
Multiplicity ... 1
ΔE to the lowest compared entry with this formula, charge and spin ... 0.930 eV
M ... 215.59 g/mol

***

ORCA calculation (ωB97M-V with the def2-TZVPD basis set) on a single C5H12BrOP molecule.

Each line ends with the Löwdin charge.
CARTESIAN COORDINATES (ANGSTROEM)
1 C -1.07904 -2.16423 0.67475  -0.1769
2 C -1.23975 -0.85177 -0.10218  -0.3578
3 P 0.21784 0.09429 0.41950  0.6242
4 O 0.68427 -0.17923 1.75428  -0.3685
5 C -0.09017 1.83322 -0.12378  -0.3370
6 C 1.10846 2.77041 -0.08572  -0.1637
7 C 1.80308 -0.51013 -0.94707  -0.6487
8 Br 3.36429 -0.56288 0.17108  0.5717
9 H -2.05672 -2.66916 0.57149  0.0654
10 H -0.10252 -2.92570 0.37896  0.1548
11 H -1.03701 -1.79202 1.69141  0.0459
12 H -2.00422 -0.36815 0.45771  0.0662
13 H -1.55524 -0.79369 -1.20972  0.1226
14 H -0.67133 1.64163 -1.03373  0.0771
15 H -0.74246 2.30850 0.64139  0.0973
16 H 1.65660 2.53653 0.87409  0.0870
17 H 1.93426 2.60198 -0.83036  0.0728
18 H 0.90848 3.84056 -0.13146  0.0640
19 H 2.08574 0.24645 -1.71181  -0.0019
20 H 1.53891 -1.49443 -1.36760  0.0054

Highest occupied orbital energy ... -9.183 eV
E ... -86757.5412 eV
SMILES ... CCP(=O)(CC)CBr
Multiplicity ... 1
ΔE to the lowest compared entry with this formula, charge and spin ... 0.000 eV
M ... 199.03 g/mol

***

ORCA calculation (ωB97M-V with the def2-TZVPD basis set) on a molecular structure, C5H12Cl6Hg2O2.

Each line ends with the Löwdin charge.
CARTESIAN COORDINATES (ANGSTROEM)
1 Hg -3.61028 -1.37868 3.17790  0.7568
2 Hg -4.58612 -0.14337 -1.44140  0.8064
3 C -5.76206 -4.24772 0.38591  -0.0940
4 O -5.45834 -2.89396 0.56613  -0.1139
5 H -4.98758 -4.70186 -0.23218  0.0972
6 H -5.80999 -4.79746 1.32590  0.1454
7 H -6.70617 -4.40735 -0.13495  0.1472
8 C -1.40839 1.75354 0.88700  -0.1020
9 O -2.05762 0.51224 0.65907  -0.1738
10 H -2.08110 2.44783 1.39050  0.1094
11 H -0.56008 1.57238 1.54705  0.1421
12 H -1.02770 2.21868 -0.02230  0.1051
13 C 3.76605 2.38792 1.81746  -1.0703
14 Cl 4.30800 1.96393 0.15664  0.4821
15 Cl 5.07979 2.39675 2.91476  0.5893
16 H 3.30855 3.37551 1.75865  0.0265
17 H 3.03041 1.65311 2.14453  0.0137
18 C 2.25570 3.35216 -4.15684  -0.9693
19 Cl 1.46643 1.81264 -4.71726  0.4860
20 Cl 2.17493 4.47558 -5.52846  0.5447
21 H 1.74317 3.73892 -3.27603  0.0246
22 H 3.30841 3.31986 -3.87605  0.0352
23 C 2.62639 -2.83673 1.04473  -0.8882
24 Cl 1.98789 -3.01453 -0.70506  0.4109
25 Cl 4.46869 -2.64784 1.11890  0.4622
26 H 2.09310 -2.11697 1.66572  0.0163
27 H 2.43792 -3.79456 1.52967  0.0101

Total charge ... +2
Highest occupied orbital energy ... -14.460 eV
E ... -92928.7943 eV
Multiplicity ... 1
M ... 718.05 g/mol

***

ORCA calculation (ωB97M-V with the def2-TZVPD basis set) on a molecular structure, C5H12ClHoO2V.

Each line ends with the Löwdin spin population.
CARTESIAN COORDINATES (ANGSTROEM)
1 Ho 0.36971 0.06494 -1.82252  4.6919
2 Cl 1.04205 -1.76309 -0.08740  0.0472
3 C 2.32633 1.07408 -2.00348  0.0421
4 C -0.73008 -1.31145 -3.13438  0.0528
5 H 2.15175 1.39901 -3.05331  0.0369
6 H 2.25263 1.86708 -1.21767  0.0079
7 H 3.05197 0.24213 -1.83060  0.0075
8 H -0.56841 -0.70479 -4.05356  0.0431
9 H -1.76234 -1.28690 -2.70558  0.0113
10 H -0.15798 -2.26584 -3.04214  0.0072
11 V -0.18959 -0.21364 1.15787  1.9798
12 C -1.75136 -1.17156 2.16242  -0.0049
13 C -1.01718 0.98292 -0.23997  -0.0193
14 H -2.69205 -0.72590 1.78954  0.0036
15 H -1.69521 -2.25405 1.95156  0.0053
16 H -1.57544 -0.94452 3.23104  0.0043
17 H -1.95925 0.84485 -0.80254  0.0144
18 H -0.50613 1.98737 -0.27456  0.0155
19 O 1.58251 1.74864 4.22857  0.0108
20 C 0.85917 1.05777 3.52980  0.0150
21 O 0.96528 0.89795 2.24471  0.0252
22 H 0.00362 0.47499 3.97221  0.0023

Total charge ... -2
Highest occupied orbital energy (spin up / spin down) ... 2.853 / -1.001 eV
E ... -73478.4186 eV
Multiplicity ... 8
M ... 355.48 g/mol

***

ORCA calculation (ωB97M-V with the def2-TZVPD basis set) on a molecular structure, C5H12ClN2O5S2.

Each line ends with the Löwdin charge.
CARTESIAN COORDINATES (ANGSTROEM)
1 C 1.60609 -2.75686 -0.08029  -0.0376
2 C 1.11787 -1.58410 -0.88878  -0.4223
3 C 2.18865 -0.70447 -1.45930  -0.0314
4 N -0.11562 -1.36323 -1.13279  -0.0336
5 S -1.13049 -1.11851 0.13566  0.4406
6 O -0.92987 -2.08290 1.19329  -0.3361
7 O -0.90522 0.23715 0.56476  -0.3297
8 N -2.62082 -1.21035 -0.45190  -0.3804
9 S -3.09896 -2.69732 -0.73064  0.1777
10 O -2.09548 -3.60812 -1.20584  -0.3939
11 O -3.97342 -3.18800 0.29062  -0.3676
12 Cl -4.31186 -2.41674 -2.39978  0.2577
13 H 2.52090 -3.13113 -0.53878  0.0763
14 H 0.86425 -3.54361 -0.13658  0.0802
15 H 1.80139 -2.46724 0.94795  0.0894
16 H 1.77894 0.24844 -1.77107  0.0762
17 H 2.57931 -1.19384 -2.35429  0.0847
18 H 2.98753 -0.57190 -0.73789  0.0816
19 C 0.74562 3.78952 0.47941  -0.0952
20 C 0.12668 3.82867 1.86462  -0.3328
21 O -1.27248 3.59884 1.79852  -0.0856
22 H 0.28572 4.53946 -0.16578  0.0717
23 H 1.82202 3.97474 0.52011  0.0665
24 H 0.57378 2.81505 0.01757  0.0638
25 H 0.27112 4.80694 2.32493  0.1031
26 H 0.58457 3.07313 2.51314  0.1079
27 H -1.40024 2.72639 1.40314  0.0688

Total charge ... -1
Highest occupied orbital energy ... -5.935 eV
E ... -52790.5512 eV
Multiplicity ... 1
ΔE to the lowest compared entry with this formula, charge and spin ... 0.000 eV
M ... 279.75 g/mol

***

ORCA calculation (ωB97M-V with the def2-TZVPD basis set) on 2 unconnected molecules or ions with the total composition C5H12ClN3O2.

Each line ends with the Löwdin charge.
CARTESIAN COORDINATES (ANGSTROEM)
1 C 1.78374 0.04364 1.20079  -0.0069
2 C 1.95242 0.64424 -1.67212  -0.0488
3 C -1.73671 0.84472 0.53017  -0.2913
4 C -2.87226 -0.23582 0.38143  -0.5919
5 C 0.64808 0.08103 0.26456  -0.3480
6 N 0.64293 0.61804 -1.01840  0.0051
7 N -0.49816 0.40666 1.00247  0.0091
8 N 0.46432 -1.89691 -0.29564  -0.3543
9 O -0.04650 -1.87253 -1.38303  -0.0308
10 O 0.92959 -2.87477 0.22355  -0.0042
11 Cl -4.12118 0.59593 -0.50979  0.5903
12 H 1.77950 -0.94730 1.59146  0.0779
13 H 2.72690 0.23775 0.70633  0.0735
14 H 1.68639 0.78712 2.01333  0.1104
15 H 2.65473 0.37786 -0.94728  0.0333
16 H 1.99260 -0.00589 -2.52059  0.0870
17 H 2.16790 1.71364 -1.89277  0.1023
18 H -2.12155 1.62177 1.22713  0.1278
19 H -1.61651 1.32135 -0.41255  0.0796
20 H -3.23997 -0.65449 1.29749  0.0591
21 H -2.61026 -1.20445 -0.09353  0.0778
22 H -0.06054 0.39018 -1.63533  0.0898
23 H -0.50546 0.00824 1.94231  0.1534

Highest occupied orbital energy ... -8.298 eV
E ... -26463.4753 eV
Multiplicity ... 1
ΔE to the lowest compared entry with this formula, charge and spin ... 0.104 eV
M ... 181.62 g/mol